188
Properties=species:S:1:pos:R:3 method="wB97M-V/def2-TZVPD" total_charge=+1 homo_lumo_gap_ev=0.923 total_energy_ha=-7733.9859 lumo_energy_ev=-8.764 fmax_ev_per_a=13.7
H -9.405 3.216 -4.599
H 6.393 3.137 1.422
O 2.982 0.221 0.220
C -8.072 5.406 -5.212
H -1.406 -2.554 7.605
H -0.325 -2.332 -9.646
H -6.574 -0.933 3.867
H 2.863 4.600 -6.663
H -3.366 -6.500 4.891
H -3.146 3.908 -5.385
C -1.509 -3.356 -7.308
P -6.059 3.913 -6.141
S -4.652 -3.656 -1.304
H 7.222 9.027 3.493
H -9.836 -0.229 2.395
H 8.421 -2.363 8.182
C 3.947 -3.937 -7.017
H 9.533 -4.649 7.543
N -6.233 2.745 -7.375
H 4.638 -3.223 -7.464
H -7.523 1.161 -7.773
S 1.921 -0.212 -0.636
H 8.482 7.966 4.708
H 5.230 -2.203 3.612
H -7.527 -3.120 7.416
H 4.328 -2.275 5.137
H 1.237 -4.165 -9.833
H -0.223 -1.091 -8.412
H -1.692 -3.038 -6.282
P 1.114 -4.184 -6.954
H 7.607 4.128 2.188
C -9.774 -3.117 5.500
C -6.575 1.338 -7.264
H -5.357 -1.088 4.895
N 6.733 7.007 3.924
S -4.997 -5.219 0.259
C 7.704 7.254 4.982
H -7.272 6.007 -4.779
C 4.981 -4.637 5.767
P 5.540 5.839 3.946
O -1.839 -5.554 6.124
C -6.115 -0.341 4.659
C -9.141 -0.589 3.154
H -2.839 -7.203 6.491
C 1.553 -5.145 -9.474
O -0.671 0.670 0.233
H 3.959 -4.571 5.393
H -11.401 0.132 4.289
N -7.650 4.111 -5.595
O 6.109 6.093 -5.125
H 2.262 5.886 -5.563
H -6.503 0.920 -6.260
S 0.123 -0.384 0.853
C 7.771 -2.495 7.316
H 8.428 -3.701 1.385
N -4.985 3.190 -5.016
C -3.581 2.909 -5.352
H 6.502 3.148 3.144
P 7.490 -4.132 4.884
H -5.656 -0.581 7.496
N -8.611 -2.248 5.884
H 0.147 -3.271 7.484
H -5.939 0.731 -7.908
H 6.879 -3.030 7.640
H -10.680 -2.587 5.793
H 7.413 -1.560 6.885
H -7.949 2.174 -4.733
O -5.573 -4.120 -2.309
N -3.837 -4.903 -0.567
C 2.875 4.989 -5.644
H 10.172 -4.259 5.854
H -6.152 3.833 -3.280
F -3.543 -2.887 -2.100
H 4.454 -4.142 -6.073
N -0.085 -3.136 -7.669
H -7.191 3.359 -9.120
C -8.544 2.951 -5.213
H 0.664 -7.190 -6.866
C 5.320 -2.345 4.689
N 1.194 -5.396 -8.121
H -3.119 2.226 -4.639
C -5.372 3.126 -3.566
C 1.370 -6.837 -7.617
C 5.041 5.807 -5.844
C -10.590 0.703 4.741
H -5.272 0.917 6.895
H -8.329 5.930 -6.133
H -10.850 0.840 5.791
F -0.989 -1.513 1.130
H 1.227 -2.011 -8.879
H 4.871 -4.366 6.817
O -9.155 0.011 7.202
C -1.136 -4.798 5.259
C 9.637 -3.919 6.741
N -6.917 -0.052 5.898
H -5.613 2.134 -3.184
H 3.384 -1.328 -7.635
O -0.953 -3.576 5.825
C -7.475 -3.060 6.328
H -2.126 -2.750 -7.973
C 2.851 5.803 3.334
H -9.336 -1.648 3.320
H 6.727 -3.730 1.848
N 5.723 4.992 2.383
H -5.491 3.890 -8.938
O 5.658 4.952 5.105
N 8.323 -3.483 6.292
H 4.652 8.260 4.948
O -5.114 -2.615 -0.409
O -5.517 5.141 -6.770
N 4.016 6.630 3.781
C 7.073 7.014 -5.658
H 2.606 -4.933 -9.661
H -9.869 -3.363 4.442
H 1.804 -1.278 -6.819
H 10.339 -3.152 7.069
H -3.444 2.352 -6.279
H -9.003 2.516 -6.101
H 3.965 -4.774 -7.714
C 6.729 8.183 3.010
O 4.907 6.107 -7.059
H -4.438 3.343 -3.048
H -1.231 -4.259 7.921
O 1.419 0.642 -1.719
H -9.610 -3.997 6.122
H 5.011 5.161 0.368
H -1.843 -7.451 5.144
C 3.752 7.663 4.799
C 6.572 3.797 2.271
H -1.884 -4.379 -7.323
H 2.022 6.485 3.144
C 7.731 -4.010 2.165
H 3.387 -1.617 -5.970
H -7.554 -4.090 5.981
H -8.126 -0.490 2.768
H -10.357 1.656 4.268
C -6.190 3.064 -8.805
H 8.530 -1.322 3.957
Al 0.424 -5.687 -0.655
H -6.456 -2.691 6.205
H -5.869 2.265 -9.472
H 5.354 -5.659 5.701
C 5.650 5.668 1.092
H -5.457 0.429 4.256
H 2.366 4.243 -5.034
P -8.560 -0.557 5.990
H 1.275 -5.957 -10.146
O -0.860 -5.159 4.174
H 2.538 5.312 4.256
O 0.683 -0.104 2.166
H -6.644 0.915 7.863
N 8.067 -3.364 3.483
H 7.732 7.276 -4.830
H 3.745 7.168 5.770
H 7.618 6.555 -6.482
H 7.320 7.837 2.163
H 5.410 6.712 1.292
N 1.078 -1.400 -0.106
N 2.611 -3.289 -7.017
C -6.151 0.307 7.104
C -2.536 -6.720 5.562
N -9.344 0.018 4.558
H -8.893 5.626 -4.530
N 5.894 -3.662 5.044
H 5.901 -1.522 5.105
H 2.894 5.242 2.400
H 9.887 -2.361 3.739
O 4.141 5.240 -5.088
C -0.903 -3.457 7.260
F 2.719 -1.200 -1.517
O 7.665 -5.629 4.714
H 7.152 7.626 5.845
H 2.413 -7.003 -7.347
O 0.833 -4.629 -5.545
H 8.869 -2.046 2.305
O -6.215 -5.853 -0.243
H 6.628 5.665 0.611
C 0.153 -2.072 -8.702
H 2.910 8.321 4.587
H 0.961 -7.416 -8.445
H 5.680 8.351 2.765
C 8.871 -2.186 3.385
H 7.771 -5.099 2.191
C 2.772 -1.780 -6.854
F -4.219 -6.594 0.604
H 8.191 6.343 5.331
O -5.192 -4.586 1.577
H 6.512 7.894 -5.971